The following is a quantum chemistry calculation of a single C3H3BrFNO4 molecule, from OMol25.

DFT total energy ... -85592.2371 eV
Orbital gap (alpha / beta) ... 0.3242 / 0.2444 Ha
Molar mass ... 215.96 Da
Lowest unoccupied orbital energy (alpha / beta) ... 0.5 / -3.9 eV
<S²> ... 2.007
ΔE to the lowest compared entry with this formula, charge and spin ... 0.000 eV

Geometry as ORCA input:
```
! RIJCOSX wB97M-V def2-TZVPD def2/J DEFGRID3
* xyz 0 3
C -0.628 0.164 -0.302
C -1.068 -1.776 0.876
C 0.640 1.074 -0.991
N 1.499 1.517 0.153
O 2.439 0.825 0.424
O -1.750 0.496 -0.479
O 1.093 2.477 0.749
O -0.121 -0.849 0.328
F 0.120 2.129 -1.611
Br 1.650 -0.040 -2.177
H -1.859 -1.969 0.153
H -1.503 -1.367 1.787
H -0.512 -2.682 1.092
*
```

Partial atomic charges computed with the Mulliken method, in multiples of e: C 0.38; C -0.69; C 0.60; N 0.72; O -0.40; O -0.51; O -0.44; O -0.22; F -0.23; Br -0.09; H 0.33; H 0.30; H 0.24

=====

The following is a quantum chemistry calculation of a gas-phase ion, C9H16NS (charge +1), from OMol25.

DFT total energy ... -21907.2070 eV
Orbital gap ... 0.2978 Ha
Molar mass ... 170.30 Da
Lowest unoccupied orbital energy ... -4.0 eV
ΔE to the lowest compared entry with this formula, charge and spin ... 2.247 eV

Geometry as ORCA input:
```
! RIJCOSX wB97M-V def2-TZVPD def2/J DEFGRID3
* xyz 1 1
C 2.008 -0.234 -0.137
C 1.526 0.695 -1.197
C -0.749 -0.227 -1.315
C 0.186 -0.085 0.932
C 0.021 1.015 -1.062
C -0.779 -0.920 0.045
C -0.139 -2.279 -0.067
C -2.112 -1.151 0.814
C 0.601 2.427 0.991
N -0.090 1.260 0.421
S 3.363 -0.792 0.388
H 2.243 1.642 -1.100
H 1.907 0.196 -2.068
H -1.684 0.047 -1.698
H -0.288 -0.996 -2.022
H 0.246 -0.397 1.910
H -0.354 2.015 -1.397
H 0.076 -2.758 0.817
H 0.737 -2.345 -0.813
H -0.841 -2.886 -0.472
H -2.080 -2.055 1.461
H -3.035 -1.321 0.208
H -2.301 -0.380 1.430
H 0.593 2.319 2.076
H 1.635 2.221 0.891
H 0.314 3.421 0.469
H -1.005 1.570 0.497
*
```

Partial atomic charges computed with the Mulliken method, in multiples of e: C 0.07; C -0.85; C -1.35; C -1.13; C 0.26; C 2.04; C -2.37; C -1.65; C -0.92; N -0.12; S -0.15; H 0.37; H 0.50; H 0.30; H 0.43; H 0.71; H 0.58; H 0.47; H 0.38; H 0.70; H 0.37; H 0.35; H 0.53; H 0.36; H 0.39; H 0.33; H 0.39

=====

The following is a quantum chemistry calculation of a molecular structure, C34H51Cu2N5O, from OMol25.

DFT total energy ... -134788.8605 eV
Orbital gap ... 0.1580 Ha
Molar mass ... 672.91 Da
Lowest unoccupied orbital energy ... -15.6 eV

Geometry as ORCA input:
```
! RIJCOSX wB97M-V def2-TZVPD def2/J DEFGRID3
* xyz 6 1
C 5.035 0.759 -8.727
N 3.699 0.821 -8.110
C 3.464 1.819 -7.326
C 2.179 2.133 -6.830
C 1.188 1.204 -6.987
C 1.462 0.087 -7.766
C 2.777 -0.093 -8.364
C -0.131 1.366 -6.352
C -0.436 2.191 -5.307
C -1.798 2.443 -5.008
N -2.837 1.802 -5.680
C -2.525 0.942 -6.692
C -1.220 0.750 -7.038
C -4.218 1.769 -5.063
H 5.476 1.750 -8.838
H 4.979 0.199 -9.660
H 5.729 0.235 -8.070
H 4.302 2.471 -7.128
H 2.065 2.905 -6.083
H 0.763 -0.720 -7.931
H 3.059 -0.908 -9.015
H 0.309 2.752 -4.764
H -2.162 3.036 -4.183
H -3.349 0.319 -7.007
H -1.007 0.107 -7.880
H -4.619 0.786 -5.308
H -4.810 2.482 -5.637
H -4.254 1.870 -3.978
C 1.525 -5.425 -2.988
N 1.758 -3.935 -2.720
C 3.003 -3.423 -2.507
C 3.307 -2.090 -2.242
C 2.160 -1.243 -2.180
C 0.872 -1.828 -2.398
C 0.691 -3.154 -2.686
C 2.263 0.156 -1.796
C 3.376 0.863 -2.160
C 3.405 2.315 -1.933
N 2.418 2.887 -1.286
C 1.432 2.151 -0.726
C 1.328 0.794 -0.981
C 2.433 4.375 -1.114
H 1.217 -5.888 -2.051
H 2.540 -5.818 -3.053
H 0.963 -5.394 -3.921
H 3.822 -4.125 -2.442
H 4.269 -1.674 -1.981
H 0.006 -1.184 -2.361
H -0.331 -3.505 -2.674
H 4.193 0.415 -2.706
H 4.139 2.903 -2.464
H 0.721 2.708 -0.134
H 0.532 0.248 -0.497
H 2.860 4.841 -2.002
H 3.213 4.558 -0.375
H 1.514 4.878 -0.812
Cu -2.606 6.282 0.371
Cu -3.884 4.522 3.166
C -1.209 -5.207 8.015
C -1.336 -3.796 8.576
C -1.183 -2.877 7.396
C -0.840 -1.424 7.786
N -1.774 -0.182 7.476
C -1.138 1.213 7.759
C -1.163 1.406 9.209
C -2.381 0.491 9.709
C -2.955 -0.075 8.446
C -2.101 -0.283 6.021
H -2.038 -5.866 8.275
H -0.291 -5.597 8.454
H -1.093 -5.253 6.933
H -0.576 -3.720 9.354
H -2.319 -3.573 8.989
H -2.047 -3.000 6.743
H -0.265 -3.254 6.946
H 0.126 -1.171 7.350
H -0.742 -1.443 8.871
H -1.718 1.926 7.174
H -0.085 1.252 7.480
H -1.415 2.466 9.255
H -0.217 1.237 9.724
H -3.113 0.996 10.338
H -2.073 -0.440 10.185
H -3.629 0.559 7.869
H -3.568 -0.962 8.605
H -2.760 0.577 5.905
H -2.782 -1.121 5.871
H -1.260 -0.187 5.334
C -3.677 1.124 0.497
O -3.544 2.493 0.314
H -3.015 0.678 -0.245
H -3.394 0.763 1.486
H -4.684 0.764 0.287
*
```

Partial atomic charges computed with the Mulliken method, in multiples of e: C -0.79; N 0.03; C -0.14; C -0.77; C 1.21; C -0.84; C -0.40; C 1.37; C -0.69; C -0.49; N 0.12; C -0.45; C -0.83; C -0.87; H 0.32; H 0.31; H 0.39; H 0.46; H 0.42; H 0.43; H 0.44; H 0.39; H 0.49; H 0.41; H 0.39; H 0.32; H 0.36; H 0.40; C -0.83; N -0.06; C -0.25; C -0.74; C 0.89; C -0.70; C -0.43; C 1.12; C -0.80; C -0.39; N 0.09; C -0.40; C -0.83; C -0.88; H 0.38; H 0.31; H 0.40; H 0.42; H 0.56; H 0.53; H 0.48; H 0.48; H 0.45; H 0.50; H 0.65; H 0.33; H 0.45; H 0.28; Cu 0.78; Cu 0.73; C -1.27; C -0.40; C -0.53; C -0.97; N 0.33; C -0.64; C -0.47; C -0.68; C -0.51; C -1.22; H 0.38; H 0.33; H 0.34; H 0.37; H 0.26; H 0.30; H 0.37; H 0.44; H 0.49; H 0.42; H 0.28; H 0.31; H 0.36; H 0.45; H 0.34; H 0.38; H 0.34; H 0.52; H 0.39; H 0.29; C -0.35; O -0.65; H 0.00; H 0.21; H 0.29

=====

The following is a quantum chemistry calculation of 4 unconnected molecules or ions with the total composition C4H11NO, from OMol25.

DFT total energy ... -7852.5412 eV
Orbital gap ... 0.2972 Ha
Molar mass ... 89.14 Da
Lowest unoccupied orbital energy ... -0.8 eV
ΔE to the lowest compared entry with this formula, charge and spin ... 12.012 eV

Geometry as ORCA input:
```
! RIJCOSX wB97M-V def2-TZVPD def2/J DEFGRID3
* xyz 0 1
C -1.868 -1.095 0.004
C -1.433 1.234 -0.227
C 0.310 -0.326 -0.056
C 1.447 0.517 0.389
H -0.843 -2.020 -1.222
H -1.663 -1.568 1.603
H -3.319 -0.607 -0.660
H -1.657 1.446 -1.282
H -2.278 1.592 0.643
H -0.436 1.835 -0.331
H 0.357 -1.329 0.239
H 0.630 -0.486 -1.079
H 1.603 0.666 1.489
H 1.544 1.437 -0.287
H 2.106 -1.178 -0.093
N -0.987 0.026 0.346
O 2.515 -0.243 -0.264
*
```

Partial atomic charges computed with the Mulliken method, in multiples of e: C -0.53; C -0.98; C -1.49; C -0.20; H 0.17; H 0.22; H 0.26; H 0.33; H 0.30; H 0.24; H 0.64; H 0.55; H 0.23; H 0.34; H 0.33; N 0.10; O -0.51

=====

Copy entry 2 word for word.
The following is a quantum chemistry calculation of a gas-phase ion, C9H16NS (charge +1), from OMol25.

DFT total energy ... -21907.2070 eV
Orbital gap ... 0.2978 Ha
Molar mass ... 170.30 Da
Lowest unoccupied orbital energy ... -4.0 eV
ΔE to the lowest compared entry with this formula, charge and spin ... 2.247 eV

Geometry as ORCA input:
```
! RIJCOSX wB97M-V def2-TZVPD def2/J DEFGRID3
* xyz 1 1
C 2.008 -0.234 -0.137
C 1.526 0.695 -1.197
C -0.749 -0.227 -1.315
C 0.186 -0.085 0.932
C 0.021 1.015 -1.062
C -0.779 -0.920 0.045
C -0.139 -2.279 -0.067
C -2.112 -1.151 0.814
C 0.601 2.427 0.991
N -0.090 1.260 0.421
S 3.363 -0.792 0.388
H 2.243 1.642 -1.100
H 1.907 0.196 -2.068
H -1.684 0.047 -1.698
H -0.288 -0.996 -2.022
H 0.246 -0.397 1.910
H -0.354 2.015 -1.397
H 0.076 -2.758 0.817
H 0.737 -2.345 -0.813
H -0.841 -2.886 -0.472
H -2.080 -2.055 1.461
H -3.035 -1.321 0.208
H -2.301 -0.380 1.430
H 0.593 2.319 2.076
H 1.635 2.221 0.891
H 0.314 3.421 0.469
H -1.005 1.570 0.497
*
```

Partial atomic charges computed with the Mulliken method, in multiples of e: C 0.07; C -0.85; C -1.35; C -1.13; C 0.26; C 2.04; C -2.37; C -1.65; C -0.92; N -0.12; S -0.15; H 0.37; H 0.50; H 0.30; H 0.43; H 0.71; H 0.58; H 0.47; H 0.38; H 0.70; H 0.37; H 0.35; H 0.53; H 0.36; H 0.39; H 0.33; H 0.39

=====

Which value of molar mass does entry 2 give? 170.30 Da

=====

Look up the molar mass of the second one. 170.30 Da

=====

What is the formula in the second record? C9H16NS